1.
One molecule with the formula C5H7Br in a non-equilibrium geometry. Source: the OMol25 dataset; level of theory: ωB97M-V with the def2-TZVPD basis set.

XYZ file:
```
13
Properties=species:S:1:pos:R:3:forces:R:3:mulliken_charge:R:1
C 1.073452 -0.288401 -0.020284 -2.528 1.193 0.522 0.2490
C 2.202438 0.341449 -0.163103 0.927 -1.555 1.234 -0.7844
C -0.021529 -1.237126 0.192452 0.622 -2.404 -1.101 -0.6177
C -1.371866 0.799973 0.271102 -0.931 1.065 -0.171 -0.8850
C -0.351529 0.043019 -0.485516 0.172 -0.062 -1.433 0.0520
Br -3.264174 -0.083111 0.041889 1.525 0.635 0.244 -0.2157
H 2.336895 1.283033 -0.529232 -0.807 2.628 -1.399 0.3111
H 3.177183 0.088529 0.169221 0.638 -1.444 0.539 0.2877
H -0.033207 -2.222463 -0.312156 0.300 0.782 -0.258 0.2636
H -0.622057 -1.403922 1.058642 0.385 0.385 1.213 0.2521
H -1.128929 0.751432 1.316970 -0.321 -0.149 0.554 0.3714
H -1.576116 1.869653 0.035964 0.255 -0.988 -0.229 0.3932
H -0.420559 0.057936 -1.575946 -0.237 -0.084 0.285 0.3227
```
Forces are in eV/Å.

## Properties
HOMO energy, eV: -9.9
Strongest force on any atom, eV/Å: 3.1
Energy relative to the best compared isomer or geometry (same formula, charge and spin), eV: 1.653


2.
One molecule with the formula C5H7Br in a non-equilibrium geometry. Source: the OMol25 dataset; level of theory: ωB97M-V with the def2-TZVPD basis set.

XYZ file:
```
13
Properties=species:S:1:pos:R:3:forces:R:3:mulliken_charge:R:1
C 0.637127 -2.316939 -0.788102 -0.628 -0.241 -0.040 -0.0209
C 0.147158 -1.273744 -0.468513 1.220 -0.617 0.513 -0.7550
C -0.582540 1.038165 -0.873417 3.724 -1.575 -2.986 -1.3479
C 0.720125 0.509100 1.299823 -2.854 -4.382 -1.364 -1.3686
C -0.182157 -0.057750 0.158013 -2.203 3.312 -0.480 0.7708
Br -2.104876 -0.345738 0.913809 0.789 -0.313 0.290 -0.1674
H 0.777519 -3.337780 -0.988734 0.445 -0.494 -0.367 0.4660
H -1.225243 1.751074 -0.574449 -1.906 2.442 1.778 0.4808
H 0.289881 1.554082 -1.411048 -0.523 -0.629 1.331 0.3198
H -1.052904 0.645705 -1.767263 -0.381 -0.800 0.101 0.4101
H 0.299428 1.379696 1.576106 -1.766 2.749 1.581 0.4060
H 0.655938 -0.312588 2.000063 0.772 0.433 0.803 0.3704
H 1.620544 0.766717 0.923712 3.311 0.113 -1.160 0.4360
```
Forces are in eV/Å.

## Properties
HOMO energy, eV: -9.9
Strongest force on any atom, eV/Å: 5.4
Energy relative to the best compared isomer or geometry (same formula, charge and spin), eV: 1.738


3.
One molecule with the formula C5H7Br2FN2O5 in a non-equilibrium geometry. Source: the OMol25 dataset; level of theory: ωB97M-V with the def2-TZVPD basis set.

XYZ file:
```
22
Properties=species:S:1:pos:R:3:forces:R:3:mulliken_charge:R:1
C -1.967311 -1.367408 -0.859196 -0.406 -1.411 -2.010 -1.1740
C 2.946502 -0.837833 0.844442 0.559 0.305 0.100 -0.1706
C 1.569159 -0.602574 1.528825 2.351 0.572 0.764 -0.1566
C 0.630195 0.001818 0.560523 -3.214 0.666 -0.148 -0.3814
C -0.901196 -0.579918 -1.566319 3.882 -0.441 1.857 0.5557
N -1.084491 0.929491 -1.824810 1.501 -1.987 -0.206 1.0456
N -0.403771 -1.147581 -2.982236 -1.799 0.839 0.535 0.9179
O -2.108706 1.412784 -1.461419 -0.708 0.730 0.242 -0.6161
O -0.103016 1.408074 -2.333167 -0.804 0.643 -0.417 -0.4945
O -1.374727 -1.083004 -3.723581 0.481 -0.235 0.098 -0.5602
O 0.700813 -1.483028 -3.257845 0.005 -0.023 0.714 -0.4996
O 0.563245 -0.706297 -0.634200 -3.182 0.300 -1.610 -0.3500
F 3.842258 0.207011 1.208761 -0.693 -0.684 0.114 -0.3020
Br 0.846499 -2.285708 2.310080 0.231 0.895 -0.424 -0.1477
Br 1.286065 1.912073 0.147168 -0.318 -0.899 0.854 -0.1208
H -1.425680 -2.235039 -0.459830 -0.385 -0.004 -0.153 0.3597
H -2.836187 -1.702549 -1.546263 1.728 0.547 0.754 0.3797
H -2.460071 -0.882371 -0.057841 -0.037 1.020 0.788 0.3386
H 3.414273 -1.782976 1.233341 -0.482 0.823 -0.958 0.3220
H 2.812906 -0.683280 -0.261522 0.381 -0.946 1.035 0.1868
H 1.784540 0.165988 2.336756 -0.620 -1.252 -0.637 0.4365
H -0.393469 0.044335 1.119848 1.531 0.542 -1.291 0.4310
```
Forces are in eV/Å.

## Properties
HOMO energy, eV: -10.4
Strongest force on any atom, eV/Å: 4.3


4.
An isolated ion of composition C5H7BrNO and charge +1 in a non-equilibrium geometry. Source: the OMol25 dataset; level of theory: ωB97M-V with the def2-TZVPD basis set.

XYZ file:
```
15
Properties=species:S:1:pos:R:3:forces:R:3:mulliken_charge:R:1
C -1.018380 1.141104 1.013199 0.632 0.339 -0.485 -0.1518
C -1.645554 0.052713 0.264032 0.506 -1.833 1.169 -0.2939
C 0.233503 1.474615 0.811636 0.024 -4.832 -3.234 -0.5508
C -1.042785 -0.776136 -0.609039 -1.300 2.037 0.892 -0.2779
C 1.299637 0.053064 -0.391050 -1.737 1.369 4.208 0.1020
N 0.287522 -0.543500 -1.265349 -1.067 -1.885 1.984 -0.0532
O 1.696608 -1.019553 0.357285 0.880 0.006 0.951 -0.5359
Br 2.613299 1.076269 -1.246079 0.469 0.037 -0.579 -0.0094
H -1.596611 1.646187 1.761698 -0.413 0.438 0.082 0.3942
H -2.589471 -0.291096 0.746013 0.558 0.194 -1.063 0.3140
H 0.934878 2.192305 0.927954 1.813 2.213 1.051 0.5443
H -1.556826 -1.623484 -0.995453 -0.105 -0.515 -0.333 0.3778
H 0.436358 -1.588138 -1.445945 1.146 1.926 -0.955 0.3925
H 0.196929 0.149944 -1.965010 -0.387 0.103 -2.133 0.3597
H 2.290137 -0.887585 1.156143 -1.018 0.404 -1.556 0.3885
```
Forces are in eV/Å.

## Properties
HOMO energy, eV: -13.6
Strongest force on any atom, eV/Å: 5.8
Charge: +1
Energy relative to the best compared isomer or geometry (same formula, charge and spin), eV: 3.039


5.
An isolated ion of composition C5H7BrNS and charge +1 in a non-equilibrium geometry. Source: the OMol25 dataset; level of theory: ωB97M-V with the def2-TZVPD basis set.

XYZ file:
```
15
Properties=species:S:1:pos:R:3:forces:R:3:mulliken_charge:R:1
C 1.881762 1.432554 0.633156 2.130 1.782 -0.776 -0.3427
C 0.847339 -0.518408 1.592853 -0.963 2.174 -6.730 -0.1255
C 1.085644 0.945061 -0.357559 -0.641 -2.026 2.324 0.4831
C -1.886420 -0.412356 -0.319229 -1.619 -0.006 -0.728 -0.8688
C -0.488803 -0.894181 -0.731612 -2.504 -2.906 -1.666 -0.6251
N 0.439943 -0.188295 -0.024952 4.423 0.452 7.027 -0.0107
S 1.906706 0.591230 2.134272 -0.234 0.372 -1.740 0.0121
Br 0.793895 1.773908 -1.907005 -0.158 0.846 -1.846 0.0204
H 2.610668 2.187622 0.213752 -0.689 -0.600 1.772 0.3581
H 0.326637 -1.332018 1.939442 -0.858 -1.663 1.233 0.4833
H -2.587515 -1.237058 -0.019750 0.734 0.678 -0.524 0.3101
H -2.272196 0.095201 -1.236333 -0.314 -0.278 1.026 0.2880
H -1.903723 0.310225 0.519289 0.331 -0.330 -0.516 0.3404
H -0.345203 -0.725691 -1.832407 0.088 -0.083 1.053 0.3551
H -0.408735 -2.027795 -0.603916 0.274 1.587 0.089 0.3221
```
Forces are in eV/Å.

## Properties
HOMO energy, eV: -13.9
Strongest force on any atom, eV/Å: 8.3
Charge: +1
Energy relative to the best compared isomer or geometry (same formula, charge and spin), eV: 1.838


6.
C5H7CeO4 as an isolated structure in a non-equilibrium geometry. Source: the OMol25 dataset; level of theory: ωB97M-V with the def2-TZVPD basis set.

XYZ file:
```
17
Properties=species:S:1:pos:R:3:forces:R:3:mulliken_charge:R:1
O -1.028586 -1.044281 -1.085593 -0.245 0.548 -2.084 -0.4908
C -3.526881 -2.603095 -0.369569 1.429 0.392 2.089 0.1496
O -2.875852 -2.427101 0.567562 -2.447 -0.926 -2.146 -0.1548
O -0.791685 0.439390 2.045419 0.220 1.182 0.568 -0.5874
C 0.612635 0.120979 2.198816 1.559 1.496 1.255 -0.3256
C 1.424368 0.840961 1.160051 -0.047 0.798 0.176 -0.5013
O 1.223195 0.162447 -0.129179 0.037 -0.553 0.076 -0.3951
C 0.526543 0.808321 -1.181124 -0.283 0.364 -0.155 -0.4922
C -0.240005 -0.277841 -1.938988 0.333 0.393 -0.839 -0.4397
Ce -0.626012 -1.237663 0.926788 0.048 -2.854 1.133 1.0611
H 1.004742 0.323363 3.213004 -0.357 -0.198 -0.408 0.3977
H 2.504121 0.807706 1.376700 -0.356 -0.039 -0.072 0.2855
H 1.109469 1.895394 1.009576 0.162 -0.319 0.034 0.2590
H 1.223206 1.338571 -1.852999 -0.152 -0.139 0.156 0.3067
H -0.182857 1.541937 -0.760988 0.164 -0.143 -0.079 0.3465
H 0.500119 -0.912804 -2.468797 -0.274 0.164 0.130 0.2495
H -0.856520 0.223716 -2.710680 0.210 -0.165 0.165 0.3312
```
Forces are in eV/Å.

## Properties
HOMO energy (alpha / beta), eV: -6.9 / -6.9
Strongest force on any atom, eV/Å: 3.4
Spin multiplicity: 2


Values for calculated total energy, Ha, ordered as above
-2768.62654 -2768.62342 -5928.04072 -2898.32240 -3221.32594 -970.72588
Values for M, g mol⁻¹, ordered as above
147.02 147.02 353.93 177.02 193.09 271.22